Entry 1:
The following is a quantum chemistry calculation of a structure of composition C32H27IrN2O3PS at a distorted geometry, from the OMol25 dataset.

Geometry as XYZ:
```
67
Properties=species:S:1:pos:R:3:forces:R:3:lowdin_charge:R:1
Ir 0.445 -0.903 0.923 -0.54 1.02 -0.95 1.11
C -1.682 2.286 3.030 -0.21 -0.13 -0.04 0.00
C -1.073 0.910 2.950 -0.05 -0.10 0.05 -0.34
O -1.174 0.332 1.850 -0.35 -0.09 -0.26 -0.12
C -0.393 0.368 4.109 0.16 0.10 -0.14 -0.10
C -0.382 1.083 5.327 -0.07 0.03 -0.11 -0.02
C 0.278 0.611 6.429 0.05 -0.05 0.07 -0.07
C 0.954 -0.613 6.344 -0.07 0.02 -0.03 -0.05
C 0.954 -1.337 5.176 0.05 -0.12 -0.03 0.01
C 0.297 -0.862 4.030 0.11 0.07 -0.03 -0.30
O 0.346 -1.577 2.925 0.54 0.19 0.12 -0.27
H -2.122 2.537 2.068 -0.02 -0.01 0.01 0.08
H -0.913 3.018 3.280 -0.02 0.01 0.05 0.10
H -2.461 2.325 3.792 0.03 0.06 0.03 0.10
H -0.916 2.020 5.396 0.04 0.01 0.00 0.11
H 0.284 1.176 7.350 -0.02 -0.01 0.00 0.11
H 1.488 -0.993 7.205 -0.01 0.00 0.00 0.12
H 1.481 -2.279 5.093 0.01 0.01 0.05 0.12
O 0.853 -3.654 1.691 -0.18 -0.47 0.07 -0.04
N 0.476 -2.973 0.565 0.45 0.29 1.07 -0.20
C 0.774 -3.630 -0.484 -0.28 -0.18 -0.31 -0.07
C 0.489 -3.289 -1.873 0.06 0.03 0.07 -0.19
C 0.784 -4.283 -2.809 0.06 -0.10 -0.05 -0.01
C 0.524 -4.100 -4.154 0.00 0.02 -0.01 -0.04
C -0.020 -2.901 -4.594 -0.02 0.03 0.06 -0.04
C -0.289 -1.897 -3.678 -0.03 -0.08 -0.04 -0.08
C -0.053 -2.085 -2.318 -0.11 0.10 0.00 -0.29
P -0.378 -0.678 -1.229 1.26 0.43 -0.21 0.99
C -2.145 -0.330 -1.345 -0.07 -0.11 0.37 -0.33
C -2.639 0.784 -0.662 -0.05 -0.06 -0.12 -0.12
C -3.993 1.071 -0.684 0.02 0.01 0.00 -0.06
C -4.866 0.239 -1.373 0.00 0.00 0.02 -0.06
C -4.383 -0.877 -2.039 -0.02 -0.02 -0.02 -0.06
C -3.026 -1.168 -2.023 0.02 0.02 0.01 -0.06
C 0.460 0.637 -2.178 -0.15 0.11 0.01 -0.36
C 1.825 0.466 -2.417 -0.02 0.03 0.02 -0.10
C 2.530 1.421 -3.127 -0.02 0.03 0.04 -0.06
C 1.882 2.561 -3.595 0.05 -0.02 -0.02 -0.07
C 0.530 2.737 -3.355 -0.07 -0.02 0.01 -0.07
C -0.183 1.778 -2.644 -0.01 -0.07 -0.08 -0.08
H 0.595 -3.059 2.450 0.17 0.08 -0.12 0.05
H 1.267 -4.583 -0.316 -0.17 -0.07 0.08 0.15
H 1.227 -5.212 -2.473 -0.04 0.00 0.03 0.12
H 0.749 -4.888 -4.860 0.01 0.00 0.01 0.12
H -0.226 -2.743 -5.644 0.02 0.00 0.00 0.12
H -0.682 -0.949 -4.024 -0.01 -0.01 -0.01 0.12
H -1.961 1.407 -0.098 -0.07 0.04 -0.02 0.07
H -4.372 1.935 -0.154 0.00 0.00 -0.01 0.11
H -5.926 0.454 -1.378 0.01 0.01 -0.02 0.11
H -5.065 -1.531 -2.566 0.01 0.00 0.00 0.11
H -2.664 -2.047 -2.538 -0.01 -0.01 0.02 0.10
H 2.334 -0.414 -2.035 0.01 -0.01 -0.04 0.10
H 3.587 1.281 -3.313 0.00 0.00 -0.01 0.11
H 2.436 3.306 -4.150 -0.01 -0.01 0.00 0.11
H 0.021 3.617 -3.726 0.01 0.00 0.01 0.11
H -1.242 1.916 -2.469 0.01 0.02 -0.04 0.10
S 2.805 -0.894 0.935 -0.47 -0.77 -0.49 0.73
C 2.556 0.791 0.676 0.55 0.25 -0.01 -0.75
C 3.527 1.759 0.434 -0.07 0.13 -0.01 -0.06
C 3.100 3.042 0.169 -0.01 0.00 0.07 -0.04
C 1.733 3.336 0.172 0.10 -0.01 -0.04 -0.04
C 0.841 2.327 0.441 -0.21 0.00 0.07 -0.12
N 1.255 1.079 0.690 -0.33 -0.59 0.85 -0.13
H 4.574 1.490 0.441 -0.02 -0.02 -0.02 0.12
H 3.824 3.819 -0.042 -0.02 0.01 0.01 0.12
H 1.374 4.334 -0.035 -0.01 -0.01 0.00 0.12
H -0.227 2.499 0.461 0.03 -0.01 0.01 0.10
```
Positions in Å, forces in eV/Å.

The calculation puts the HOMO-LUMO gap at 7.253 eV. The spin multiplicity is 1. Its max |F| is 0.029 hartree/bohr. The energy above the lowest of the compared OMol25 structures with the same formula, charge and spin comes out at 42.7 kcal per mole. Its HOMO energy is -10.7 eV. As for the total charge: +1.

***

Entry 2:
The following is a quantum chemistry calculation of a structure of composition C46H55ClKN3O5S at a distorted geometry, from the OMol25 dataset.

Geometry as XYZ:
```
112
Properties=species:S:1:pos:R:3:forces:R:3:lowdin_charge:R:1
K -1.421 0.343 0.268 0.85 0.91 -0.62 0.68
C -5.971 0.079 -2.149 -0.04 -0.01 0.03 -0.10
C -5.649 0.064 -3.498 -0.03 -0.02 -0.04 -0.10
C -4.397 0.495 -3.889 0.00 -0.02 0.00 -0.04
C -3.474 0.931 -2.927 0.20 0.08 -0.08 -0.23
N -3.788 0.922 -1.623 0.08 0.01 -0.09 0.13
C -5.000 0.518 -1.259 -0.06 0.00 0.03 -0.15
C -2.105 1.372 -3.335 -0.25 -0.08 0.07 -0.25
C -1.969 2.009 -4.577 0.05 -0.03 -0.03 -0.09
C -0.711 2.345 -5.048 0.02 0.04 -0.03 -0.14
C 0.401 2.020 -4.271 -0.01 -0.03 -0.06 -0.14
C 0.225 1.401 -3.039 -0.02 0.07 -0.02 -0.20
C -1.028 1.064 -2.485 0.10 0.04 -0.06 -0.10
H -6.940 -0.242 -1.787 -0.01 0.00 0.00 0.09
H -6.362 -0.290 -4.236 0.00 0.01 0.02 0.09
H -4.104 0.469 -4.929 -0.01 -0.01 0.00 0.10
H -5.202 0.556 -0.194 -0.02 -0.01 0.05 0.08
H -2.843 2.259 -5.174 0.00 0.02 -0.01 0.08
H -0.596 2.851 -6.003 0.00 -0.01 0.03 0.08
H 1.399 2.253 -4.633 0.01 0.00 0.00 0.08
H 1.125 1.160 -2.474 0.06 -0.02 0.04 0.07
C -0.910 2.795 5.459 0.02 0.01 -0.01 -0.07
C 0.278 2.162 4.733 -0.08 -0.13 -0.09 -0.37
C 1.363 1.775 5.741 0.01 0.07 0.01 -0.07
C 0.808 3.074 3.639 -0.04 0.10 0.23 -0.13
C 1.127 4.388 3.971 0.00 0.04 -0.01 -0.06
C 1.511 5.309 3.012 0.00 -0.01 0.01 -0.10
C 1.532 4.925 1.681 0.00 -0.01 -0.01 -0.05
C 1.222 3.625 1.303 0.07 0.14 -0.09 -0.13
C 1.198 3.258 -0.168 -0.02 -0.05 0.01 -0.37
C 2.582 3.393 -0.802 -0.02 0.02 0.04 -0.05
C 0.165 4.101 -0.913 0.02 0.06 0.01 -0.05
C 0.924 2.683 2.298 0.01 -0.21 -0.18 -0.14
N 0.714 1.355 1.863 0.02 -0.12 -0.03 0.09
C 1.326 0.428 2.483 0.04 -0.17 0.00 -0.11
C 1.302 -1.015 2.202 -0.02 0.25 0.14 -0.14
C 1.271 -1.824 3.338 0.06 -0.09 0.08 -0.08
C 1.400 -3.199 3.294 0.00 0.02 -0.03 -0.14
C 1.660 -3.774 2.041 -0.02 -0.06 0.04 -0.13
C 1.741 -3.012 0.906 0.09 -0.02 -0.06 -0.05
C 1.510 -1.589 0.896 -0.12 -0.13 0.12 -0.29
N 1.538 -0.861 -0.202 -0.13 0.23 -0.01 0.10
C 2.280 -1.333 -1.276 0.00 0.12 -0.08 -0.20
C 3.680 -1.142 -1.246 0.16 0.01 -0.03 -0.14
C 4.468 -1.572 -2.305 0.01 0.03 -0.03 -0.07
C 3.902 -2.157 -3.427 -0.03 0.00 0.02 -0.11
C 2.524 -2.294 -3.480 -0.01 -0.02 0.05 -0.06
C 1.702 -1.896 -2.430 -0.03 -0.05 -0.15 -0.14
C 0.206 -2.107 -2.511 -0.06 0.13 0.01 -0.36
C -0.162 -3.516 -2.050 -0.04 -0.06 0.00 -0.06
C -0.378 -1.855 -3.902 0.05 0.00 0.02 -0.07
C 4.317 -0.439 -0.064 -0.04 0.08 0.07 -0.37
C 5.263 0.681 -0.499 0.01 -0.04 0.00 -0.08
C 5.034 -1.419 0.865 -0.01 -0.01 -0.01 -0.06
H -1.279 2.115 6.228 -0.06 -0.06 0.02 0.08
H -1.727 2.991 4.768 -0.02 0.00 -0.02 0.07
H -0.631 3.729 5.949 0.04 0.05 0.04 0.06
H -0.099 1.251 4.258 0.05 0.10 0.09 0.12
H 1.709 2.659 6.283 0.02 0.03 0.02 0.07
H 2.231 1.325 5.260 0.02 -0.01 0.01 0.06
H 0.970 1.067 6.471 -0.03 -0.04 0.05 0.07
H 1.055 4.700 5.006 0.00 0.02 0.05 0.10
H 1.759 6.325 3.296 0.00 -0.01 0.00 0.09
H 1.785 5.647 0.914 0.01 0.03 -0.02 0.10
H 0.905 2.211 -0.256 0.01 -0.01 0.02 0.10
H 2.933 4.428 -0.770 0.02 0.04 0.00 0.07
H 2.543 3.079 -1.845 0.00 -0.03 -0.07 0.07
H 3.312 2.770 -0.285 -0.01 0.01 0.04 0.06
H 0.432 5.161 -0.885 0.01 0.05 0.00 0.07
H -0.823 3.987 -0.467 -0.06 -0.02 0.03 0.09
H 0.098 3.782 -1.951 0.00 0.00 -0.05 0.06
H 1.962 0.695 3.344 -0.08 -0.05 -0.14 0.12
H 1.152 -1.334 4.301 -0.01 0.00 0.02 0.10
H 1.345 -3.797 4.194 0.00 -0.03 0.02 0.07
H 1.818 -4.846 1.964 0.00 -0.01 0.00 0.09
H 1.971 -3.481 -0.044 0.02 0.00 0.08 0.10
H 5.542 -1.430 -2.261 0.04 0.00 0.00 0.09
H 4.522 -2.481 -4.256 0.01 0.00 -0.01 0.08
H 2.070 -2.725 -4.363 -0.05 -0.04 -0.08 0.10
H -0.255 -1.387 -1.830 0.02 -0.05 -0.07 0.08
H 0.392 -4.265 -2.626 0.01 -0.02 -0.02 0.08
H -1.230 -3.686 -2.204 -0.05 0.00 0.01 0.06
H 0.051 -3.652 -0.992 0.01 -0.01 -0.01 0.04
H -0.119 -2.654 -4.602 0.04 -0.08 -0.06 0.06
H -0.045 -0.903 -4.312 0.02 0.02 -0.01 0.07
H -1.467 -1.815 -3.832 -0.05 0.00 0.01 0.08
H 3.494 0.018 0.495 0.08 -0.01 -0.05 0.12
H 6.136 0.293 -1.028 0.06 -0.04 -0.02 0.06
H 5.625 1.232 0.373 0.01 0.03 0.03 0.07
H 4.757 1.384 -1.161 0.00 -0.01 -0.03 0.06
H 5.838 -1.934 0.331 0.05 -0.02 -0.03 0.07
H 4.343 -2.171 1.247 -0.03 -0.03 0.01 0.07
H 5.474 -0.895 1.716 0.03 0.03 0.06 0.07
O -3.461 1.541 3.824 -0.03 -0.04 -0.13 -0.35
Cl -3.588 1.136 2.446 -0.05 0.13 0.00 0.65
O -4.984 1.136 2.063 0.14 0.00 0.07 -0.36
O -2.836 2.028 1.587 -0.45 0.15 0.50 -0.43
O -3.049 -0.208 2.282 -0.32 0.17 0.27 -0.47
O -1.792 -1.985 0.163 -0.52 -1.33 0.20 -0.63
S -2.649 -2.716 1.153 0.46 0.11 0.05 0.95
C -2.397 -4.490 0.855 -0.05 -0.05 -0.12 -0.32
C -3.358 -4.905 -0.249 -0.02 0.01 0.02 -0.24
C -4.675 -4.210 0.098 0.00 0.00 -0.02 -0.24
C -4.316 -2.760 0.414 -0.01 -0.02 -0.04 -0.29
H -2.624 -4.996 1.796 -0.02 -0.03 0.05 0.09
H -1.338 -4.606 0.635 0.03 -0.02 -0.02 0.08
H -3.462 -5.990 -0.322 -0.01 -0.01 0.01 0.10
H -2.987 -4.540 -1.207 0.01 0.02 -0.04 0.10
H -5.124 -4.688 0.974 0.00 -0.01 0.01 0.10
H -5.403 -4.263 -0.713 0.00 -0.01 -0.01 0.11
H -5.006 -2.244 1.076 -0.04 0.02 0.04 0.09
H -4.188 -2.162 -0.490 -0.01 0.02 -0.04 0.09
```
Positions in Å, forces in eV/Å.

The calculation puts the HOMO-LUMO gap at 5.099 eV. The spin multiplicity is 1. Its max |F| is 0.028 hartree/bohr. The energy above the lowest of the compared OMol25 structures with the same formula, charge and spin comes out at 10.4 kcal per mole. Its HOMO energy is -1.3 eV. As for the total charge: -2.